This record from the OMol25 dataset describes a molecular structure, C6H8N3O at a distorted geometry. The level of theory is ωB97M-V/def2-TZVPD.

Positions of all 18 atoms, in Å:
C 0.884 3.041 0.575
C 1.791 3.995 0.191
C 1.746 2.447 -1.143
C -0.956 -2.790 0.069
C -1.468 -1.702 0.963
C -0.250 -2.031 -1.076
N 0.797 2.064 -0.414
N -1.013 -0.522 0.354
N -0.415 -0.648 -0.691
O 2.355 3.539 -0.984
H 0.171 2.953 1.487
H 2.227 4.603 0.866
H -0.393 -3.471 0.555
H -1.786 -3.349 -0.377
H -2.579 -1.702 0.871
H -1.368 -1.892 2.097
H 0.796 -2.439 -1.187
H -0.540 -2.095 -2.156

Output
Energy relative to the best compared isomer or geometry (same formula, charge and spin) in kJ/mol: 929.7
E_tot in eV: -12853.585
Strongest force on any atom in eV/A: 3.68
LUMO (alpha / beta) in eV: -8.546 / -8.944
Total charge: +1
Frontier orbital gap (alpha / beta) in eV: 3.7 / 3.7